(1)
{"formula": "C5H12NP", "method": "ωB97M-V/def2-TZVPD", "species": ["C", "C", "C", "C", "C", "N", "P", "H", "H", "H", "H", "H", "H", "H", "H", "H", "H", "H", "H"], "xyz": [[-0.35802, -3.42998, -0.80186], [1.32683, 1.67448, 1.23776], [-0.25633, 3.47181, 1.70724], [1.14720, -1.25253, -1.84474], [-1.31152, -1.02354, 0.00716], [0.23339, 2.16107, 1.21015], [0.32719, -1.85772, -0.24283], [0.13037, -3.74374, -1.67362], [-1.38175, -3.49589, -0.56636], [2.41110, 2.03794, 1.64034], [-1.09445, 3.24446, 2.21845], [-0.50404, 3.93844, 0.82559], [0.38978, 4.16791, 2.22721], [0.56771, -0.30592, -2.00409], [2.17496, -1.13307, -1.54968], [1.03006, -2.03915, -2.66659], [-1.12736, 0.11130, 0.19696], [-1.97282, -1.08582, -0.83486], [-1.73229, -1.44004, 0.91377]], "lowdin_charge": [-0.225, -0.038, -0.086, -0.299, -0.344, -0.100, 0.754, -0.039, -0.026, 0.089, 0.036, 0.049, 0.082, 0.035, -0.006, 0.045, 0.033, 0.018, 0.022], "charge": 0, "gap_ha": [0.2665, 0.2894], "e_homo_ha": [-0.266, -0.283], "lumo_energy_ev": [0.019, 0.166]}

***

(2)
{"formula": "C3H6Cl2O2P", "method": "ωB97M-V/def2-TZVPD", "species": ["C", "C", "C", "O", "O", "P", "Cl", "Cl", "H", "H", "H", "H", "H", "H"], "xyz": [[1.22484, 0.44309, -0.26488], [-0.72561, 1.89838, -0.63617], [0.63562, 1.76057, -0.53496], [-2.33619, -2.87473, 1.27126], [-0.85857, -1.96798, -0.63521], [-1.10721, -2.20435, 0.79999], [1.71045, 3.06990, -0.75895], [0.54536, -3.33452, 1.45223], [0.41380, -0.32320, -0.55341], [1.66174, 0.32879, 0.69263], [2.10847, 0.26615, -0.72399], [-1.25278, 2.84541, -0.72146], [-0.69530, -0.91389, 1.46177], [-1.32463, 1.00639, -0.84884]], "lowdin_charge": [-0.148, -0.028, -0.822, -0.467, -0.496, -0.049, 0.628, 0.109, 0.065, 0.068, 0.029, 0.042, 0.007, 0.063], "charge": -1, "gap_ha": [0.2083, 0.2464], "e_homo_ha": [-0.099, -0.211], "lumo_energy_ev": [2.961, 0.961], "multiplicity": 3}

***

(3)
{"formula": "C32H22N6O4V", "method": "ωB97M-V/def2-TZVPD", "species": ["V", "O", "C", "O", "C", "C", "C", "N", "C", "C", "C", "C", "C", "C", "C", "N", "C", "C", "C", "C", "C", "N", "H", "H", "H", "H", "H", "H", "H", "H", "H", "H", "C", "O", "C", "C", "C", "C", "C", "C", "N", "N", "C", "C", "C", "C", "O", "C", "N", "C", "C", "C", "C", "H", "H", "H", "H", "H", "H", "H", "H", "H", "H", "H", "H"], "xyz": [[-1.59374, 0.61613, -1.79033], [-7.59730, -2.49411, -0.72181], [-6.52463, -3.00199, -0.38271], [-6.19786, -3.96135, 0.32346], [-5.29547, -2.08982, -0.74242], [-5.50759, -0.86313, -1.36130], [-4.41104, -0.07755, -1.66154], [-3.18527, -0.50696, -1.32947], [-2.95509, -1.69412, -0.72554], [-4.00590, -2.52494, -0.42397], [-1.51460, -1.84722, -0.34722], [-0.94198, -3.08684, 0.13342], [0.37171, -3.34869, 0.17935], [1.88651, -1.66000, -1.30513], [1.35718, -0.19717, -1.28001], [-0.86061, -0.76923, -0.56049], [-4.41511, 1.23131, -2.36630], [-5.54297, 1.76514, -2.96019], [-5.42160, 2.92739, -3.71006], [-4.18474, 3.54082, -3.83411], [-3.11342, 2.99001, -3.15945], [-3.21871, 1.86467, -2.44395], [-6.53719, -0.60281, -1.57533], [-3.92636, -3.48646, 0.06947], [-1.62978, -3.88982, 0.36335], [0.62282, -4.35574, 0.49424], [2.96396, -1.70101, -1.47531], [2.09241, 0.60857, -1.26867], [-6.49438, 1.26099, -2.87054], [-6.29006, 3.34016, -4.20549], [-4.05296, 4.43408, -4.42643], [-2.13009, 3.44221, -3.19451], [7.16927, 3.14989, 3.03952], [6.56092, 2.40047, 1.99149], [5.69852, 1.43014, 2.31989], [5.13801, 0.73070, 1.23914], [4.23764, -0.28019, 1.45827], [3.87602, -0.62238, 2.76930], [4.48273, 0.03004, 3.83708], [5.37307, 1.06789, 3.62612], [2.98921, -1.65742, 3.13392], [2.12856, -2.09700, 2.36222], [1.63704, -1.54706, 1.20204], [1.61041, -2.47384, -0.00558], [1.04899, -1.82747, -2.56943], [0.64639, -0.54583, -2.55982], [-0.31554, 0.19049, -3.10593], [0.34736, -0.01678, -0.16331], [-0.28873, 1.32617, -0.25988], [-0.43939, 2.01560, 0.82826], [0.06359, 1.66284, 2.11472], [0.72337, 0.48704, 2.27101], [0.93480, -0.37821, 1.16630], [7.76766, 3.91144, 2.55089], [7.81448, 2.51527, 3.64909], [6.41564, 3.62696, 3.66829], [5.45950, 0.99564, 0.24083], [3.85917, -0.83651, 0.61114], [4.23682, -0.29162, 4.84072], [5.82471, 1.56356, 4.47195], [2.44275, -3.16675, 0.11814], [0.85937, -2.67872, -3.20707], [-1.00184, 2.94022, 0.73005], [-0.12836, 2.32821, 2.94200], [1.08174, 0.18471, 3.24766]], "lowdin_charge": [1.158, 0.000, -0.675, 0.001, -0.027, 0.090, -0.155, 0.022, -0.137, 0.095, -0.129, 0.030, 0.044, -0.149, -0.110, 0.062, -0.171, 0.035, -0.002, -0.019, -0.084, 0.007, 0.129, 0.131, 0.122, 0.129, 0.142, 0.170, 0.130, 0.128, 0.122, 0.127, -0.052, -0.057, -0.272, 0.024, -0.005, -0.266, 0.000, 0.004, 0.116, 0.111, -0.184, -0.155, 0.073, -0.362, -0.141, -0.342, 0.044, -0.078, -0.026, 0.035, -0.089, 0.098, 0.102, 0.098, 0.128, 0.104, 0.124, 0.111, 0.145, 0.120, 0.131, 0.113, 0.129], "charge": 1, "gap_ha": [0.2108, 0.2086], "e_homo_ha": [-0.381, -0.381], "lumo_energy_ev": [-4.628, -4.686], "multiplicity": 3}

***

(4)
{"formula": "C39H36As2I2N2NbO", "method": "ωB97M-V/def2-TZVPD", "species": ["Nb", "I", "C", "C", "C", "I", "C", "O", "C", "C", "N", "C", "C", "C", "C", "C", "C", "N", "C", "H", "H", "H", "H", "H", "H", "H", "H", "H", "H", "H", "C", "C", "As", "C", "C", "C", "C", "C", "C", "C", "C", "C", "C", "C", "C", "As", "C", "C", "C", "C", "C", "C", "C", "C", "C", "C", "C", "C", "H", "H", "H", "H", "H", "H", "H", "H", "H", "H", "H", "H", "H", "H", "H", "H", "H", "H", "H", "H", "H", "H", "H", "H", "H"], "xyz": [[0.00000, 0.00000, 0.00000], [2.75972, 2.13286, 6.49930], [2.10662, 2.00489, 4.53032], [1.52018, 3.10068, 3.92090], [1.08366, 2.99867, 2.58842], [0.18779, 4.77348, 1.79896], [1.21202, 1.81788, 1.80694], [0.82154, 1.71237, 0.59347], [1.81172, 0.71866, 2.48688], [2.00325, -0.61756, 1.77646], [0.78411, -1.32158, 1.39998], [-0.17943, -1.52416, 2.47161], [-1.43180, -0.68332, 2.33086], [-2.28029, -0.50445, 3.42304], [-3.43173, 0.26313, 3.26393], [-3.69257, 0.84747, 2.03039], [-2.80378, 0.61115, 0.99600], [-1.72261, -0.18036, 1.10933], [2.25508, 0.81946, 3.82638], [1.39549, 4.03147, 4.46141], [2.61107, -0.44727, 0.87866], [2.60792, -1.28596, 2.40303], [0.99243, -2.22046, 0.90498], [-0.50303, -2.57245, 2.44191], [0.26716, -1.38055, 3.46274], [-2.03877, -0.94109, 4.38452], [-4.10118, 0.42672, 4.10103], [-4.55336, 1.48522, 1.87771], [-2.92941, 1.06493, 0.01868], [2.71066, -0.04485, 4.29838], [2.57456, 0.86011, -2.81685], [3.12792, -0.45129, -2.30649], [2.48525, -0.80799, -0.46870], [3.65189, -2.35712, -0.16075], [3.08427, -3.52910, 0.35471], [3.87901, -4.65708, 0.58437], [5.24646, -4.62050, 0.29762], [5.82006, -3.45665, -0.21927], [5.02765, -2.32858, -0.45022], [3.44466, 0.60335, 0.52797], [2.99964, 1.93078, 0.41331], [3.63532, 2.96125, 1.11018], [4.72097, 2.67742, 1.93871], [5.16451, 1.36077, 2.07692], [4.52816, 0.32665, 1.38142], [0.65540, 1.02837, -2.36014], [-0.11120, -0.37829, -3.51805], [-0.85515, -0.08746, -4.67593], [-1.38900, -1.12083, -5.45369], [-1.19772, -2.45250, -5.07989], [-0.47823, -2.75257, -3.92341], [0.05746, -1.72257, -3.14649], [0.34454, 2.63464, -3.44708], [0.78284, 2.73636, -4.77885], [0.54238, 3.90116, -5.51347], [-0.13278, 4.97273, -4.92450], [-0.56837, 4.87980, -3.59967], [-0.32947, 3.71519, -2.86307], [2.77416, 0.93241, -3.90332], [3.09889, 1.70009, -2.31967], [4.23190, -0.42940, -2.38806], [2.75729, -1.27944, -2.94266], [2.02607, -3.56658, 0.57905], [3.43522, -5.55934, 0.98448], [5.86151, -5.49309, 0.47641], [6.87934, -3.42724, -0.44025], [5.49307, -1.43661, -0.84392], [2.15447, 2.17540, -0.20986], [3.28208, 3.97963, 1.00972], [5.21219, 3.47605, 2.47946], [6.00017, 1.14011, 2.72833], [4.88781, -0.67777, 1.52659], [-1.03809, 0.92684, -4.98719], [-1.95645, -0.88871, -6.34553], [-1.61358, -3.25083, -5.68084], [-0.33760, -3.78366, -3.62487], [0.59807, -1.98179, -2.25042], [1.30057, 1.91728, -5.25683], [0.87878, 3.97193, -6.54001], [-0.31905, 5.87371, -5.49458], [-1.09137, 5.71049, -3.14403], [-0.66987, 3.65216, -1.83771], [-1.40674, 0.96261, -0.64495]], "lowdin_charge": [1.556, 1.022, -0.727, -0.190, -0.570, 0.975, -0.486, -0.333, -0.129, -0.281, -0.264, -0.095, -0.224, 0.044, 0.038, 0.026, -0.099, -0.132, -0.080, 0.095, -0.174, 0.173, 0.099, 0.161, 0.153, 0.144, 0.144, 0.140, 0.096, 0.118, -0.377, -0.373, 1.241, -0.298, -0.101, -0.036, -0.021, -0.021, -0.081, -0.333, -0.133, -0.026, -0.012, -0.014, -0.053, 1.261, -0.357, -0.071, -0.022, -0.030, -0.053, -0.164, -0.365, -0.107, -0.035, -0.032, -0.047, -0.109, 0.102, 0.086, 0.099, 0.083, 0.082, 0.121, 0.127, 0.128, 0.111, 0.077, 0.112, 0.128, 0.127, 0.114, 0.098, 0.126, 0.125, 0.117, 0.036, 0.104, 0.123, 0.123, 0.116, 0.079, 0.028], "charge": 3, "gap_ha": [0.1758, 0.1758], "e_homo_ha": [-0.571, -0.571], "lumo_energy_ev": [-10.754, -10.755]}